Entry 1:
Entry from the OMol25 dataset: a cluster of 8 separate species, C17H54N3O9 in total in a non-equilibrium geometry (ωB97M-V with the def2-TZVPD basis set).

Summary:
* total charge: +1
* energy relative to the best compared isomer or geometry (same formula, charge and spin): 197.47 kcal per mole
* LUMO level: -2.4 eV

Structure (XYZ):
```
83
Properties=species:S:1:pos:R:3:forces:R:3
N -0.4093 -0.0244 -1.4802 2.30 -3.53 -2.37
H -0.1183 0.7526 -1.1312 3.16 5.38 3.85
H -0.9993 -0.4954 -0.9092 -1.40 -1.47 1.35
H 0.3057 -0.5724 -1.7502 3.51 -2.69 -1.24
H -0.7443 0.3366 -2.2682 -2.77 0.75 -4.89
C 2.6407 -2.6164 -1.8522 -4.06 2.47 2.21
O 2.8357 -1.2424 -1.3262 -4.80 -1.78 1.23
H 2.8877 -3.3014 -1.1712 3.10 -2.55 2.67
H 3.1997 -2.4784 -2.6742 1.13 -1.47 -3.67
H 1.5677 -3.0974 -1.7342 1.02 2.33 -1.80
H 3.6917 -1.0664 -1.5492 3.54 1.01 -0.71
C 1.3517 3.2966 0.9588 3.86 4.01 -0.67
O 1.3947 2.7096 -0.3362 -7.29 -1.38 2.71
H 2.3547 3.5796 1.4768 -1.40 -1.23 -1.10
H 0.6717 2.8466 1.5248 -0.53 -1.58 2.92
H 0.8767 4.2516 0.8538 -0.17 1.05 -0.20
H 2.2047 2.8216 -0.5502 8.60 0.81 -3.09
C 1.2687 -0.0304 -5.2322 5.50 2.01 -1.94
O 1.3327 0.8426 -4.1582 -2.24 -2.52 2.23
H 0.3957 -0.0944 -5.6882 -4.55 -0.52 -1.35
H 1.7097 -1.0014 -5.0832 0.21 -0.37 0.45
H 1.8807 0.5036 -6.1022 -0.77 -1.51 1.42
H 1.8217 1.5546 -4.4212 1.86 2.83 -0.72
C -2.4493 0.6446 -4.8002 0.24 3.75 -1.51
O -1.8473 0.6956 -3.5002 -2.91 1.36 2.47
H -1.5803 0.5836 -5.5082 -0.91 -0.23 0.60
H -2.8003 1.7866 -4.9192 0.11 -2.77 -0.48
H -3.2393 -0.1004 -5.1282 0.85 0.70 1.30
H -2.4323 1.3196 -2.8322 1.87 -2.39 -2.93
C -1.8733 -3.0014 -3.5182 -1.75 1.17 -0.21
O -0.6483 -2.5544 -3.0442 2.39 1.07 1.04
H -2.8853 -2.6624 -3.0022 3.02 0.30 -1.27
H -1.9433 -4.0214 -3.4822 -0.07 -3.04 0.66
H -1.8863 -2.8544 -4.5532 -0.69 0.88 -1.80
H 0.1797 -2.6744 -3.6122 -2.41 -0.09 0.71
C -0.7653 -3.3904 0.1108 0.88 -0.54 -0.09
O -0.5513 -2.1304 0.7708 1.33 -2.08 0.35
C 0.6487 -2.1564 1.5818 -0.49 0.43 -1.24
C 0.7147 -0.8744 2.3748 10.71 -1.39 -7.20
N 1.9877 -0.7824 3.0948 0.75 -3.85 -3.35
C 2.1547 0.3686 3.7888 -0.47 4.24 0.07
C 3.4987 0.4266 4.4558 -3.49 -0.05 6.27
O 3.7097 1.6996 4.9968 -1.58 1.83 -0.15
C 4.9827 2.1856 5.2168 2.70 -1.18 4.29
H -0.1453 -3.6674 -0.8112 -0.01 0.69 1.61
H -1.7253 -3.3304 -0.3082 -1.31 -0.12 -0.22
H -0.8113 -4.1934 0.8498 0.38 -0.07 -0.10
H 1.4247 -2.1944 0.8548 1.23 0.25 -0.36
H 0.7877 -3.0984 2.1558 -0.66 0.69 0.23
H 0.0857 -0.7274 2.9578 -11.07 0.73 10.08
H 0.6467 0.1306 2.0198 0.47 -0.13 -2.56
H 1.8847 -1.4374 3.8208 0.38 -1.67 0.88
H 1.2137 0.4406 4.2438 -1.03 0.70 3.30
H 1.9687 1.3196 3.2458 1.10 -0.42 -0.94
H 4.1737 0.2666 3.7768 3.97 -1.57 -3.89
H 3.5307 -0.3674 5.3618 0.27 1.35 -2.02
H 5.6447 2.3646 4.2938 -1.05 -0.21 1.38
H 5.4597 1.3436 5.9988 -0.21 1.78 -2.34
H 5.0427 3.0906 6.0718 -0.77 -1.89 -2.99
C -4.0133 -2.8394 -1.0772 2.90 -1.94 1.90
O -3.4973 -2.0124 -0.1342 -0.71 1.43 3.39
C -2.6233 -1.0484 -0.5302 4.13 -2.72 4.09
C -2.2033 -0.0244 0.6468 4.90 -4.56 -2.56
N -1.4193 1.0216 0.1498 -3.26 3.09 -2.66
C -0.8433 1.9086 1.0648 -2.67 -1.50 2.83
C -1.8863 2.7316 1.9178 0.86 -2.71 -2.62
O -1.1293 3.5396 2.6498 1.22 2.27 1.81
C -1.8433 4.3006 3.5838 0.87 1.01 2.49
H -3.2413 -3.4304 -1.5412 0.04 -0.30 -0.34
H -4.5823 -2.3274 -1.6902 -2.88 2.34 -3.75
H -4.5793 -3.4704 -0.5062 -1.86 -1.98 1.02
H -2.8783 -0.6714 -1.4192 -1.11 2.17 -3.54
H -1.6543 -1.6884 -0.6332 -1.96 1.53 -0.89
H -1.4393 -0.5314 1.3118 -2.37 0.29 -0.13
H -3.0133 0.3546 0.9468 -6.56 2.13 3.66
H -2.0533 1.5626 -0.6322 1.96 -0.99 2.59
H -0.3203 2.5116 0.4508 0.51 2.02 -1.57
H -0.0743 1.3966 1.7088 -1.48 0.46 -0.68
H -2.5213 2.1066 2.5388 -0.38 -0.30 -0.01
H -2.4313 3.1796 1.0848 -0.81 0.73 0.33
H -1.0633 4.8816 4.2578 -1.62 -0.88 -1.73
H -2.3813 3.6596 4.3308 0.24 0.19 -0.73
H -2.5853 4.9636 3.1038 0.45 -0.04 0.19
```
Positions in Å, forces in eV/Å.


Entry 2:
Entry from the OMol25 dataset: a cluster of 10 separate species, C17H54O10 in total in a non-equilibrium geometry (ωB97M-V with the def2-TZVPD basis set).

Summary:
* SMILES string: CCO.CCO.CCO.CCO.CCO.CCO.CCO.CO.CO.CO
* energy relative to the best compared isomer or geometry (same formula, charge and spin): 122.49 kcal per mole
* LUMO level: 0.3 eV

Structure (XYZ):
```
81
Properties=species:S:1:pos:R:3:forces:R:3
C 6.6582 6.7721 -13.8878 -0.60 0.42 -0.52
O 6.6385 7.9370 -13.0577 0.44 -0.21 0.34
H 6.5601 7.1558 -14.9028 -0.04 -0.14 0.00
H 7.5658 6.1680 -13.8662 0.02 0.09 0.46
H 5.7415 6.2269 -13.6528 0.68 -0.62 -0.24
H 6.7148 7.6481 -12.1420 0.00 0.15 0.02
C 5.7526 9.3638 -20.1638 0.27 0.47 0.50
O 5.3682 8.3242 -19.2781 -0.12 0.31 0.12
H 6.8167 9.5872 -20.0425 0.09 -0.19 -0.33
H 5.5201 9.0832 -21.1862 0.07 -0.16 0.02
H 5.2457 10.3064 -19.9351 -0.29 -0.11 -0.03
H 5.3408 8.6621 -18.3669 -0.18 -0.06 -0.09
C 6.0656 9.8204 -15.9090 -0.36 0.30 0.55
O 5.0571 8.9831 -16.4658 0.07 0.30 -0.17
H 6.7244 9.2138 -15.2845 0.17 0.27 -0.31
H 6.6056 10.3829 -16.6689 0.05 -0.58 -0.28
H 5.6425 10.6081 -15.2757 -0.18 -0.22 0.15
H 4.3465 8.8932 -15.8181 -0.24 -0.03 -0.25
C 8.8471 8.7235 -18.1439 0.12 0.47 0.42
C 9.2917 9.0354 -16.7084 0.34 -0.03 -0.90
O 8.9645 10.3870 -16.4236 -0.42 -0.03 0.34
H 7.7756 8.5251 -18.1859 0.04 -0.16 -0.05
H 9.4105 7.8986 -18.5789 -0.12 -0.09 0.02
H 9.0373 9.6283 -18.7240 0.08 -0.13 -0.16
H 10.3797 8.9516 -16.6430 0.03 -0.20 0.07
H 8.8563 8.2977 -16.0298 -0.09 0.27 0.31
H 8.5068 10.4250 -15.5658 0.51 -0.14 0.03
C 7.4592 13.1049 -17.7733 -0.81 -0.36 0.09
C 8.4072 12.5418 -18.8257 0.70 0.04 1.25
O 8.7779 13.5193 -19.7757 -0.24 -0.05 -0.65
H 7.5061 12.5765 -16.8179 0.33 -0.05 -0.14
H 6.4216 12.9808 -18.0954 -0.02 0.29 -0.12
H 7.6219 14.1652 -17.5791 0.15 0.01 -0.07
H 7.9660 11.6723 -19.3120 -0.02 0.26 -0.34
H 9.3080 12.1761 -18.3156 -0.11 -0.07 -0.07
H 9.2929 14.1904 -19.3207 0.00 -0.01 0.01
C 6.4023 5.7496 -17.2684 -0.84 0.44 1.31
C 5.2453 5.1402 -18.0148 -0.03 -0.09 -0.98
O 5.2972 5.6011 -19.3551 -0.10 0.04 0.00
H 6.0523 6.7494 -16.9836 0.56 0.24 -0.38
H 7.3025 5.7881 -17.8734 0.07 -0.09 0.10
H 6.5499 5.2885 -16.2863 0.33 -0.39 -0.22
H 4.2784 5.4523 -17.6015 0.07 -0.22 0.36
H 5.2716 4.0488 -18.0480 0.04 0.04 0.02
H 5.3572 6.5774 -19.2920 -0.07 -0.34 -0.43
C 3.8231 12.8341 -16.1102 0.81 -0.25 -0.06
C 2.8285 11.9537 -15.4176 -1.28 0.90 -1.51
O 2.5852 12.5032 -14.1251 -3.74 4.27 -5.74
H 3.4758 13.8609 -16.2200 -0.11 -0.10 -0.26
H 4.1698 12.3932 -17.0472 -0.16 0.25 -0.15
H 4.6908 12.8679 -15.4451 0.14 0.16 -0.12
H 3.2223 10.9403 -15.3255 -0.09 0.06 0.25
H 1.8871 11.8288 -15.9632 0.05 0.19 -0.02
H 1.9788 13.2456 -14.1457 -0.53 0.60 -1.01
C 3.7229 11.5286 -12.8600 3.37 -1.70 1.58
C 2.3676 11.4965 -12.1841 -0.10 -0.18 0.70
O 2.5043 11.9482 -10.8467 0.22 -0.16 0.61
H 4.2415 12.4547 -12.5921 -0.14 -0.05 0.26
H 3.7017 11.5959 -13.9500 2.32 -2.40 2.60
H 4.4316 10.7355 -12.6084 -0.15 -0.47 0.86
H 1.9168 10.5011 -12.2103 -0.02 -0.21 -0.04
H 1.7613 12.1910 -12.7753 -0.57 -1.03 2.01
H 1.7046 11.7300 -10.3620 -0.01 0.02 0.00
C 7.4090 12.2399 -13.5558 0.11 0.32 0.29
C 8.2594 11.1669 -12.8769 -0.30 1.06 0.08
O 8.3339 10.0130 -13.6811 0.11 -0.40 0.20
H 6.3625 11.9478 -13.4692 -0.07 0.18 -0.15
H 7.6536 12.4371 -14.6010 0.15 -0.41 -0.05
H 7.5544 13.2081 -13.0691 -0.19 -0.08 0.23
H 7.8281 11.0220 -11.8801 -0.15 -0.58 -0.11
H 9.2564 11.5460 -12.6445 0.22 -0.18 -0.49
H 7.6420 9.3611 -13.4502 0.27 0.26 0.16
C 3.4491 6.9004 -13.7036 -0.34 -1.07 -0.38
C 2.9225 6.8533 -15.1370 -0.19 0.68 0.09
O 2.4308 8.1687 -15.4781 0.09 -0.29 -0.30
H 2.7164 7.3362 -13.0257 0.07 0.41 -0.14
H 4.4180 7.3942 -13.6752 -0.56 0.36 0.30
H 3.5518 5.8758 -13.3300 0.32 -0.01 -0.06
H 2.1672 6.0846 -15.3131 -0.24 0.13 0.29
H 3.6830 6.6450 -15.8890 0.30 0.05 0.27
H 1.5516 8.2836 -15.1074 0.04 0.02 0.08
```
Positions in Å, forces in eV/Å.